[1]
20
Properties=species:S:1:pos:R:3 method="wB97M-V/def2-TZVPD" e_above_lowest_kcal_mol=50.3 lumo_ev=-5.4 total_charge=+1 multiplicity=1 gap_ev=8.2
O 0.869 -1.175 2.038
O 3.845 0.625 -0.007
O -0.058 -0.415 -1.271
O 1.783 2.406 0.521
O 2.310 -1.717 -1.190
N 1.616 1.033 0.306
N 2.675 0.316 0.115
N -0.125 -0.598 0.068
C 2.292 -1.176 0.124
C -2.301 0.539 -0.030
C 0.988 -1.078 0.863
C -1.187 -0.059 0.663
H 3.014 -1.610 0.709
H -1.298 -0.288 1.792
H -2.253 0.595 -1.096
H 0.770 -0.926 -1.584
H 2.762 -2.530 -1.098
H -1.799 1.627 0.169
H 1.000 2.856 0.846
H -3.174 0.626 0.527

---

[2]
16
Properties=species:S:1:pos:R:3 method="wB97M-V/def2-TZVPD" e_above_lowest_kcal_mol=122.2 lumo_ev="-0.4 / -0.4" multiplicity=1 gap_ev="7.8 / 7.8"
N 0.083 0.052 1.893
N -0.976 1.637 -0.126
N -0.293 -1.856 0.525
N -1.099 -0.338 -1.465
C 1.920 0.188 -0.139
C 1.303 0.729 -1.081
C -0.458 0.392 -0.563
C -0.113 -0.539 0.764
H 2.611 -0.062 0.628
H -0.224 -2.536 1.264
H -1.015 0.056 -2.399
H 0.127 -0.594 2.683
H 1.415 1.269 -1.999
H -0.680 1.872 0.815
H -1.934 1.798 -0.407
H -0.667 -2.068 -0.394

---

[3]
16
Properties=species:S:1:pos:R:3 method="wB97M-V/def2-TZVPD" e_above_lowest_kcal_mol=104.3 lumo_ev=1.0 multiplicity=1 gap_ev=8.4
N 0.996 -0.691 1.649
N -0.019 1.496 -1.581
N -0.254 0.487 -0.607
N 0.874 -1.016 -2.063
C -1.132 0.589 2.169
C 0.709 -1.380 0.337
C 0.423 -0.644 -0.814
C -0.012 -0.025 1.455
H -2.026 -0.003 1.962
H -1.316 1.594 1.791
H 0.300 -0.742 -2.848
H -0.948 0.595 3.247
H 0.768 -2.457 0.393
H 0.941 1.838 -1.563
H -0.648 2.263 -1.384
H 1.343 -1.902 -2.143

---

[4]
16
Properties=species:S:1:pos:R:3 method="wB97M-V/def2-TZVPD" e_above_lowest_kcal_mol=81.7 lumo_ev=0.8 multiplicity=1 gap_ev=8.8
N 1.346 0.871 -1.421
N -0.201 -2.175 -0.626
N -1.623 0.755 -1.305
N -1.705 0.212 1.008
C -1.174 0.249 -0.252
C 1.709 0.322 0.912
C 0.971 0.185 -0.397
C 0.112 -1.003 -0.520
H 0.694 0.817 -2.204
H 0.506 -2.907 -0.571
H 1.289 1.147 1.484
H 2.754 0.535 0.703
H -1.137 -0.103 1.778
H -2.649 0.550 1.139
H -2.571 1.125 -1.252
H 1.680 -0.580 1.525